Entry 1:
Here is C14H19BrF3NO6S in the gas phase in a non-equilibrium geometry from OMol25. Energies are from the ωB97M-V functional and the def2-TZVPD basis.

ORCA input file:
```
! wB97M-V def2-TZVPD RIJCOSX def2/J DEFGRID3
* xyz 0 1
C 0.87402 -3.23268 0.91877
C 0.67550 -2.26125 0.25565
C 0.42267 -1.06032 -0.55605
C 0.75705 -1.47090 -2.02132
F 1.73665 -2.38401 -2.05572
F 1.17047 -0.45872 -2.77881
F -0.30854 -2.02733 -2.61822
C 1.29312 0.06269 0.02862
C 2.79627 -0.17969 0.17836
C 3.60226 -0.04110 -1.12850
C 3.30165 0.85476 1.20335
C 2.86465 0.53243 2.64735
O 1.12306 1.30369 -0.68692
S -0.27260 2.02195 -0.46718
O -0.34322 2.38905 0.91894
O -0.38467 3.02920 -1.46607
C -1.57610 0.74235 -0.71662
O -2.12069 0.77753 -2.02010
N -1.11422 0.91540 -3.05070
O -1.61184 1.13877 -4.06297
C -2.77685 1.11812 0.19008
Br -3.39477 2.94148 -0.20050
C -3.98181 0.17479 -0.01301
C -4.52241 -0.30785 1.34808
C -1.11180 -0.71902 -0.35219
O -1.46034 -1.02768 0.97526
H 1.13147 -4.19372 1.29887
H 0.91466 0.22991 1.04089
H 3.00073 -1.15096 0.61921
H 3.79566 -1.00533 -1.59004
H 3.12358 0.60626 -1.85564
H 4.56486 0.40779 -0.89655
H 4.38863 0.88675 1.18250
H 2.94705 1.85277 0.94959
H 2.57937 -0.51640 2.74224
H 1.96853 1.09997 2.90451
H 3.63517 0.78305 3.36876
H -2.47880 1.17107 1.22636
H -3.68828 -0.69222 -0.59594
H -4.78503 0.71350 -0.49852
H -4.47642 0.50311 2.07339
H -5.55198 -0.63841 1.24095
H -3.91663 -1.13292 1.71181
H -1.70658 -1.37715 -0.97414
H -1.08349 -0.37876 1.58215
*
```

As for the LUMO energy: -0.106 eV.

=====

Entry 2:
Here is a molecular structure, C14H19ClN2O2 in a non-equilibrium geometry from OMol25. Energies are from the ωB97M-V functional and the def2-TZVPD basis.

ORCA input file:
```
! wB97M-V def2-TZVPD RIJCOSX def2/J DEFGRID3
* xyz 0 1
C 1.11489 4.83969 -0.50153
C 0.02944 3.70897 -0.24915
H -0.77403 3.73359 -0.87470
H -0.21210 3.89746 0.78418
O 0.52271 2.56606 -0.65710
C 1.31243 2.07368 0.56434
O 1.53662 2.71768 1.68602
N 1.84241 0.70477 0.14522
C 1.44178 0.00479 -1.00680
H 2.06744 0.07459 -1.75154
C 1.30736 -1.56164 -0.46055
N 0.86093 -1.65129 0.76232
C 1.63272 -1.15622 1.55424
C 2.58476 -0.09975 1.26388
H 3.50368 -0.38620 0.57642
H 2.80091 0.73226 2.11967
H 1.11000 -0.90106 2.66353
H 2.35600 -2.00932 1.95527
C -0.58013 -1.22309 1.03549
C -1.65876 -1.70074 0.33024
C -2.46632 -0.96285 -0.69525
C -3.40172 -1.56828 -1.20335
C -3.51671 -3.06050 -1.27826
C -2.71901 -3.69951 -0.38467
C -1.56940 -3.23315 0.05165
H -1.13754 -3.74134 0.82036
H -2.93247 -4.71727 -0.62457
H -4.21764 -3.62842 -1.95502
H -4.15642 -0.93743 -1.92163
Cl -2.51777 0.74965 -0.64500
H -0.54238 -0.06121 0.92903
H -0.80939 -1.25803 1.99243
H 0.40794 -1.98266 -1.20639
H 2.00827 -1.95574 -0.72785
H 0.40384 0.49920 -1.32856
H 0.86061 5.71312 -0.34367
H 1.56052 4.69225 -1.75918
H 1.94653 4.78791 0.34049
*
```

The relative energy (zero: lowest compared OMol25 entry of this formula, charge and spin) comes out at 364.7 kcal per mole. As for the LUMO energy: -0.236 eV.

=====

Entry 3:
Here is a molecular structure, C14H19ClN4O2Tc in a non-equilibrium geometry from OMol25. Energies are from the ωB97M-V functional and the def2-TZVPD basis.

ORCA input file:
```
! wB97M-V def2-TZVPD RIJCOSX def2/J DEFGRID3
* xyz 2 4
Cl 2.46911 -2.82783 -1.01518
C -1.55081 -1.29585 -1.75129
C -2.06380 -1.55573 -0.44602
C -1.53907 -2.79607 0.00953
H -2.78525 -0.94070 0.09075
C -0.71005 -3.35039 -1.03766
C -0.70440 -2.40340 -2.13388
H -0.29164 -2.53837 -3.12746
H -1.79514 -0.44016 -2.38498
H -1.76917 -3.32158 0.93592
C 0.02675 -4.63700 -0.93524
Tc 0.26590 -1.48721 -0.52083
C 1.02627 -2.09395 1.15740
O 1.53230 -2.38669 2.16526
C 1.84485 -0.74273 -1.54130
O 2.67160 -0.11412 -2.08054
H 0.16278 -4.93765 0.11290
H 1.01587 -4.50884 -1.39843
H -0.47935 -5.43457 -1.47922
C 1.48725 1.15329 0.91314
N 0.19099 0.66482 0.26623
C -0.11452 1.59264 -0.90292
N -0.15699 3.00221 -0.50810
C 1.13807 3.39243 0.09697
N 1.43185 2.57768 1.29511
C 0.33542 2.77234 2.27013
N -0.95878 2.33889 1.69640
C -0.89090 0.92772 1.29939
C -1.21650 3.18027 0.50843
H 2.32382 1.03082 0.20795
H 1.66725 0.57453 1.83619
H -1.10616 1.31534 -1.30559
H 0.66488 1.46972 -1.67245
H 1.08484 4.45329 0.38398
H 1.93542 3.24693 -0.64343
H 0.54472 2.18225 3.17143
H 0.26530 3.84106 2.52562
H -1.86115 0.63828 0.86439
H -0.66751 0.32100 2.19367
H -1.24210 4.23524 0.81455
H -2.18196 2.90207 0.06919
*
```

The relative energy (zero: lowest compared OMol25 entry of this formula, charge and spin) comes out at 0.0 kcal per mole. As for the LUMO energy (alpha / beta): -7.973 / -11.683 eV.

=====

Entry 4:
Here is C14H19N3O4 in the gas phase in a non-equilibrium geometry from OMol25. Energies are from the ωB97M-V functional and the def2-TZVPD basis.

ORCA input file:
```
! wB97M-V def2-TZVPD RIJCOSX def2/J DEFGRID3
* xyz 0 1
N 0.18918 -3.63719 -4.51348
C -0.08921 -3.02121 -3.33095
O -0.95424 -3.42499 -2.56897
C 0.74339 -1.77742 -3.03692
C 0.94151 -1.60353 -1.53797
C 1.49576 -0.21187 -1.19568
N 2.75227 0.02246 -1.89389
C 1.64674 -0.06041 0.31490
O 2.74900 0.15512 0.84834
N 0.52006 -0.15364 1.06025
C 0.47073 0.23986 2.46942
C -0.98752 0.53110 2.87674
C -1.63647 1.56480 2.00142
C -2.65216 1.19478 1.10224
C -3.23420 2.13132 0.25827
C -2.82642 3.45652 0.29995
C -1.81563 3.84215 1.16708
C -1.22699 2.89655 2.01690
C 1.07143 -0.85909 3.38861
O 0.43363 -1.37190 4.26378
O 2.34840 -1.14240 3.17354
H 0.91416 -3.34136 -5.11689
H -0.33510 -4.46665 -4.77541
H 0.20693 -0.92822 -3.44592
H 1.69071 -1.79311 -3.53000
H 1.60835 -2.38619 -1.13722
H -0.02324 -1.76290 -1.02769
H 0.79615 0.55068 -1.53891
H 3.46146 -0.59472 -1.45748
H 3.07345 0.96497 -1.73864
H -0.36873 -0.27901 0.58071
H 1.06195 1.17967 2.58851
H -1.52623 -0.40320 2.87394
H -0.95851 0.89030 3.96051
H -2.99291 0.12635 1.11413
H -4.02330 1.84053 -0.43364
H -3.29042 4.19566 -0.36120
H -1.47797 4.85614 1.18736
H -0.45145 3.21225 2.68951
H 2.69545 -0.63218 2.40479
*
```

The relative energy (zero: lowest compared OMol25 entry of this formula, charge and spin) comes out at 0.0 kcal per mole. As for the LUMO energy: 0.536 eV.